Formula: C4H12ClO4Y
Source: OMol25
Level of theory: ωB97M-V/def2-TZVPD

Output
gap between HOMO and LUMO = 1.490 eV
charge = +2
calculated total energy = -958.05967 Ha
energy relative to the best compared isomer or geometry (same formula, charge and spin) = 1062.4 kJ/mol

Structure (XYZ):
```
22
Properties=species:S:1:pos:R:3:mulliken_charge:R:1
H 1.612 -2.680 -2.133 0.293
H 0.674 3.551 2.584 0.313
O -0.714 -2.887 -3.169 -0.456
H 0.528 1.874 3.113 0.277
H -0.345 -2.010 -3.041 0.317
H -0.747 2.898 4.923 0.333
H -1.936 2.448 3.787 0.301
O 1.718 -3.404 -1.512 -0.429
H -0.090 2.599 0.900 0.317
O -0.679 2.475 1.648 -0.464
Cl 1.612 1.505 -4.026 -0.365
H 0.648 -4.989 -0.934 0.307
C -0.644 -3.581 -1.924 -0.424
C -1.057 3.084 3.895 -0.475
C -0.036 2.769 2.851 -0.200
H -2.359 4.456 3.295 0.324
Y 3.872 3.873 -6.582 1.838
H -0.737 -2.892 -1.084 0.295
O -1.553 4.474 3.815 -0.481
C 0.696 -4.318 -1.792 -0.202
H -1.442 -4.324 -1.958 0.319
H 0.980 -4.919 -2.656 0.261
```